No. 1
C32H34BCaN10O5S3 | ωB97M-V/def2-TZVPD

Computed properties:
Frontier orbital gap   6.99 eV
Total charge   -1
LUMO   1.88 eV
Energy   -110503.5139 eV
Relative energy (zero: lowest compared OMol25 entry of this formula, charge and spin)   0.0 kcal/mol
HOMO energy   -0.1880 Ha

CARTESIAN COORDINATES (ANGSTROEM)
1 Ca 0.80 -0.68 -1.16
2 S -1.32 -2.46 -0.63
3 S -3.61 1.45 0.45
4 S -0.46 -0.86 -3.91
5 O 1.21 0.28 2.91
6 O 4.94 -1.53 -2.20
7 O 2.82 -1.39 -1.48
8 O 1.28 -2.55 2.39
9 O 0.54 0.50 0.77
10 N 2.81 5.66 -0.16
11 N -1.33 -3.83 -3.03
12 N -0.91 4.60 1.81
13 N 0.38 -4.21 -1.75
14 N -2.31 2.40 0.93
15 N -2.78 0.25 -3.11
16 N -2.99 -1.90 -3.37
17 N 1.61 1.52 -2.17
18 N 3.40 -1.06 1.18
19 N -2.52 1.91 3.27
20 C -4.15 0.67 1.97
21 C 3.33 2.29 -3.65
22 C -4.07 0.30 4.31
23 C -0.79 3.41 2.40
24 C 0.02 5.50 2.08
25 C -2.10 -0.89 -3.43
26 C -5.14 -0.60 4.20
27 C 4.07 -1.47 -1.33
28 C 0.24 3.12 3.33
29 C 2.91 0.28 1.21
30 C -4.19 -1.42 -2.89
31 C 0.62 -4.94 -2.90
32 C -0.79 -3.52 -1.86
33 C 3.51 -1.55 2.51
34 C 1.15 4.10 3.62
35 C 1.05 5.31 2.99
36 C 2.71 3.62 -1.76
37 C 1.41 0.33 1.69
38 C 1.79 2.60 -1.42
39 C 2.74 4.77 -0.87
40 C -3.57 0.97 3.19
41 C 2.35 1.38 -3.27
42 C 1.24 -4.22 -0.58
43 C -4.09 -0.07 -2.73
44 C -5.73 -0.85 2.99
45 C -2.23 1.60 -3.08
46 C -1.96 2.50 2.13
47 C -5.19 -0.25 1.84
48 C -0.45 -4.69 -3.69
49 C 2.59 -2.77 2.78
50 C 3.51 3.47 -2.88
51 C 4.45 -1.47 0.19
52 B -2.74 -3.46 -3.61
53 H -5.03 -2.07 -2.72
54 H 4.26 4.23 -3.09
55 H 0.37 2.11 3.64
56 H 1.76 6.12 3.14
57 H -6.56 -1.57 2.88
58 H 2.71 -3.01 3.83
59 H -2.74 -3.68 -4.82
60 H 3.96 2.07 -4.46
61 H 1.15 2.61 -0.55
62 H 0.83 -3.58 0.18
63 H -4.77 0.65 -2.27
64 H 1.32 -5.22 -0.19
65 H -0.73 -5.06 -4.66
66 H -1.59 1.70 -3.97
67 H -5.58 -0.45 0.86
68 H -3.64 -4.08 -3.03
69 H -1.73 1.82 -2.17
70 H 2.23 -3.91 -0.92
71 H 4.64 -2.56 0.44
72 H -3.08 2.27 -3.11
73 H -3.60 0.46 5.30
74 H 5.39 -0.90 0.32
75 H 2.19 0.46 -3.84
76 H 0.06 6.44 1.52
77 H 1.96 3.87 4.29
78 H 4.54 -1.84 2.76
79 H 1.47 -5.62 -2.91
80 H 2.92 0.67 0.19
81 H 3.47 0.98 1.87
82 H 1.02 -1.67 2.68
83 H -2.00 2.02 4.11
84 H 2.99 -3.58 2.17
85 H 3.24 -0.74 3.19
86 H -5.50 -1.07 5.10

***

No. 2
C4H9NO | ωB97M-V/def2-TZVPD

Computed properties:
SMILES string   CC(=O)N(C)C
Frontier orbital gap   10.07 eV
Total charge   0
LUMO   0.86 eV
Energy   -7831.7354 eV
Relative energy (zero: lowest compared OMol25 entry of this formula, charge and spin)   13.5 kcal/mol
HOMO energy   -0.3383 Ha

CARTESIAN COORDINATES (ANGSTROEM)
1 O 1.14 -1.83 0.24
2 N -0.41 -0.20 -0.02
3 C 1.99 0.39 0.22
4 C -1.47 -1.17 -0.17
5 C -0.84 1.18 -0.10
6 C 0.87 -0.64 0.16
7 H -1.03 -2.17 -0.16
8 H -1.59 1.39 0.68
9 H 1.75 1.29 0.79
10 H 2.26 0.69 -0.80
11 H -2.20 -1.09 0.64
12 H -0.01 1.87 0.03
13 H 2.85 -0.10 0.67
14 H -1.31 1.39 -1.07
15 H -2.00 -1.02 -1.12

***

No. 3
C8H18ClIN2OPRu | ωB97M-V/def2-TZVPD

Computed properties:
Spin multiplicity   6
Frontier orbital gap (alpha / beta)   5.06 / 5.70 eV
Total charge   +2
LUMO (alpha / beta)   -9.43 / -10.40 eV
Energy   -46086.4396 eV
Relative energy (zero: lowest compared OMol25 entry of this formula, charge and spin)   17.1 kcal/mol
HOMO energy (alpha / beta)   -0.5326 / -0.5917 Ha

CARTESIAN COORDINATES (ANGSTROEM)
1 I -1.27 0.09 -3.41
2 Ru -0.09 -0.77 1.65
3 Cl 1.27 -1.78 3.05
4 P 0.06 -2.44 0.13
5 O -0.52 1.53 -0.89
6 N -0.07 1.17 1.48
7 N -0.20 3.57 1.06
8 C 0.00 0.58 -1.53
9 C -0.63 -2.79 -1.50
10 C 1.50 -3.66 0.16
11 C -0.88 4.10 2.25
12 C -1.15 -3.27 1.21
13 C 1.12 0.21 -2.47
14 C -0.02 2.27 1.01
15 C 0.16 4.50 -0.04
16 H 2.04 -0.18 -1.87
17 H -2.14 -2.82 1.06
18 H 0.06 -2.43 -2.29
19 H 2.12 -3.48 -0.71
20 H -0.35 3.80 3.15
21 H -1.18 -4.34 0.95
22 H 1.22 4.40 -0.31
23 H -0.48 4.32 -0.93
24 H -1.92 3.73 2.30
25 H -0.76 -3.89 -1.67
26 H -0.04 5.51 0.34
27 H -0.86 -3.18 2.27
28 H 2.08 -3.51 1.05
29 H -0.91 5.18 2.18
30 H 0.76 -0.61 -3.11
31 H 1.52 1.07 -3.00
32 H 1.14 -4.67 0.11
33 H -1.57 -2.22 -1.66

***

No. 4
C6H10N2O | ωB97M-V/def2-TZVPD

Computed properties:
SMILES string   O[C@H]1[C@H]2N[C@H]3C[C@H]3N[C@@H]12
Frontier orbital gap   8.82 eV
Total charge   0
LUMO   0.57 eV
Energy   -11404.1325 eV
Relative energy (zero: lowest compared OMol25 entry of this formula, charge and spin)   183.5 kcal/mol
HOMO energy   -0.3033 Ha

CARTESIAN COORDINATES (ANGSTROEM)
1 O 0.33 1.74 1.44
2 N 1.33 -0.23 0.28
3 N -1.12 0.55 -0.71
4 C 0.85 -0.65 -2.39
5 C -0.47 0.64 1.81
6 C -0.47 -0.57 -1.43
7 C 0.93 -1.09 -0.90
8 C -1.38 0.04 0.60
9 C 0.10 -0.56 1.18
10 H 1.66 0.23 -2.67
11 H 0.76 2.23 2.38
12 H 0.11 -1.56 1.66
13 H 0.72 -1.35 -3.24
14 H -0.98 0.47 2.71
15 H -2.07 -0.72 0.95
16 H -1.16 -1.32 -1.92
17 H 0.74 -2.31 -0.50
18 H -2.29 0.45 -1.06
19 H 1.16 0.87 -0.05

***

No. 5
C8H8OS | ωB97M-V/def2-TZVPD

Computed properties:
SMILES string   C#C[C@H](O)c1sccc1C
Frontier orbital gap   9.36 eV
Total charge   0
LUMO   0.63 eV
Energy   -21305.1081 eV
Relative energy (zero: lowest compared OMol25 entry of this formula, charge and spin)   34.6 kcal/mol
HOMO energy   -0.3208 Ha

CARTESIAN COORDINATES (ANGSTROEM)
1 S 2.19 -1.24 -0.06
2 O -0.97 -1.21 1.82
3 C 2.85 0.31 -0.41
4 C 0.55 0.82 -0.02
5 C -2.42 -1.43 -1.48
6 C -1.72 -1.44 -0.46
7 C -0.55 -1.51 0.46
8 C -0.60 1.68 0.23
9 C 0.59 -0.55 0.11
10 C 1.86 1.30 -0.35
11 H 1.97 2.33 -0.31
12 H -3.07 -1.29 -2.22
13 H -1.46 1.14 0.65
14 H 3.96 0.50 -0.70
15 H -0.25 2.61 0.90
16 H -0.95 2.22 -0.71
17 H -1.80 -1.68 2.12
18 H -0.16 -2.57 0.44

***

No. 6
C4H8OS | ωB97M-V/def2-TZVPD

Computed properties:
SMILES string   C=C(CS)OC
Frontier orbital gap   9.79 eV
Total charge   0
LUMO   0.77 eV
Energy   -17159.1265 eV
Relative energy (zero: lowest compared OMol25 entry of this formula, charge and spin)   30.5 kcal/mol
HOMO energy   -0.3315 Ha

CARTESIAN COORDINATES (ANGSTROEM)
1 S 0.89 -0.16 -2.14
2 O -0.20 -1.15 0.58
3 C 1.06 -0.98 1.26
4 C 0.12 0.81 -0.78
5 C -2.09 0.16 0.18
6 C -0.78 -0.06 0.04
7 H 1.90 -0.82 0.57
8 H -2.68 -0.53 0.77
9 H 1.03 -0.13 1.97
10 H 1.54 0.94 -2.56
11 H 0.97 1.16 -0.18
12 H -2.59 1.04 -0.25
13 H 1.24 -1.93 1.77
14 H -0.40 1.66 -1.21

***

No. 7
C6H12O | ωB97M-V/def2-TZVPD

Computed properties:
SMILES string   CC[C@H]1C[C@]1(C)O
Frontier orbital gap   10.18 eV
Total charge   0
LUMO   1.03 eV
Energy   -8462.9888 eV
Relative energy (zero: lowest compared OMol25 entry of this formula, charge and spin)   31.5 kcal/mol
HOMO energy   -0.3362 Ha

CARTESIAN COORDINATES (ANGSTROEM)
1 O -1.82 1.66 0.14
2 C 0.32 0.52 -0.69
3 C -0.80 0.22 -1.63
4 C -1.18 0.44 -0.18
5 C -1.42 -0.56 0.94
6 C 2.02 -0.27 1.00
7 C 1.37 -0.54 -0.36
8 H -2.58 1.81 -0.44
9 H 2.16 -0.60 -1.13
10 H -0.94 -0.10 1.82
11 H -2.46 -0.74 1.22
12 H -0.84 -0.76 -2.09
13 H 0.74 1.53 -0.73
14 H -1.08 1.04 -2.30
15 H 2.60 0.65 0.97
16 H 1.26 -0.15 1.77
17 H -0.94 -1.52 0.75
18 H 0.91 -1.54 -0.37
19 H 2.68 -1.08 1.31

***

Look up the relative energy (zero: lowest compared OMol25 entry of this formula, charge and spin) of the second one.
13.5 kcal/mol